# 1
{
  "formula": "C27H26N6O2PtS",
  "method": "ωB97M-V/def2-TZVPD",
  "elements": ["C", "C", "H", "C", "C", "H", "H", "H", "H", "C", "C", "H", "H", "N", "O", "H", "C", "H", "C", "C", "C", "H", "Pt", "C", "H", "H", "N", "H", "N", "N", "C", "C", "H", "O", "C", "H", "H", "H", "C", "H", "H", "N", "H", "H", "C", "C", "H", "N", "S", "C", "H", "C", "H", "C", "H", "C", "C", "C", "C", "C", "C", "C", "H"],
  "xyz": [[-2.753, -0.504, 2.421], [2.448, -1.480, 0.915], [1.490, -4.518, 2.078], [0.273, 3.635, 0.065], [-2.859, 3.751, -1.474], [-4.154, -1.427, 3.758], [4.158, -1.131, -0.325], [1.543, 2.014, -0.835], [2.219, -0.423, 1.032], [-3.518, 1.269, 1.112], [-3.985, -0.642, 3.034], [1.586, -4.500, -1.411], [0.656, -3.316, -4.086], [-1.878, 1.840, -0.517], [-3.737, 3.074, -0.508], [-0.350, -3.916, 2.801], [-4.995, 0.246, 2.669], [4.761, -3.526, -0.468], [0.597, -3.410, -3.000], [1.657, -4.386, -2.491], [1.300, 5.292, -1.910], [-3.386, 3.821, -2.420], [-0.912, 0.282, 0.406], [3.144, -4.158, 0.786], [-0.294, 4.573, -3.143], [-5.567, 1.861, 1.346], [0.342, -0.329, -1.063], [-5.967, 0.171, 3.135], [1.835, 1.418, -1.597], [-2.537, 0.470, 1.534], [-1.550, -1.343, 2.575], [-0.220, -2.958, 3.300], [-2.671, 4.741, -1.066], [-1.541, -2.336, 3.424], [0.175, 4.524, -2.167], [-0.404, -3.768, -2.760], [-0.143, 3.020, 0.858], [1.874, 4.360, 1.291], [2.038, -3.763, 1.529], [2.804, 5.822, -0.474], [-1.456, 2.376, -2.473], [-0.478, -1.082, 1.908], [0.146, -3.100, 4.312], [3.426, -5.202, 0.761], [-0.337, 3.683, -1.185], [3.545, -1.874, 0.170], [1.111, -1.276, 3.233], [0.026, -1.623, -1.414], [1.899, -0.890, -2.974], [1.926, 5.224, -0.672], [1.692, 5.944, -2.680], [3.892, -3.218, 0.098], [2.607, 1.728, -2.162], [0.728, -2.053, -2.394], [2.664, -4.041, -2.731], [-4.778, 1.201, 1.679], [-3.041, 2.087, -0.016], [-1.572, 2.881, -1.511], [1.328, 0.194, -1.761], [1.407, 4.400, 0.316], [1.671, -2.426, 1.581], [0.599, -1.924, 2.513], [1.515, -5.360, -2.955]],
  "lowdin_charge": [-0.1304, -0.0645, 0.1106, -0.0856, 0.0119, 0.1442, 0.1107, 0.0717, 0.1060, -0.1284, 0.0745, 0.0620, 0.1171, -0.0184, 0.0937, 0.1335, 0.0306, 0.1184, -0.2217, -0.0762, -0.0460, 0.1448, 1.2356, -0.0668, 0.1285, 0.1443, -0.2294, 0.1370, 0.1577, -0.0214, -0.3142, -0.0151, 0.1467, 0.0884, -0.0273, 0.1217, 0.0920, 0.1163, -0.0221, 0.1174, 0.1616, 0.0166, 0.1507, 0.1206, -0.2288, -0.0732, 0.1683, 0.0294, 1.1637, -0.0546, 0.1188, -0.0674, 0.1223, -0.5724, 0.0774, 0.0741, -0.2984, -0.2074, -0.6898, -0.0638, -0.1865, -0.1954, 0.0869],
  "total_charge": 2,
  "homo_energy_ev": -14.24,
  "e_lumo_ev": -6.85
}

# 2
{
  "formula": "C47H45ClMoN2O6P2SSb",
  "method": "ωB97M-V/def2-TZVPD",
  "elements": ["C", "N", "C", "H", "H", "C", "C", "C", "O", "H", "C", "H", "C", "Cl", "H", "H", "C", "H", "C", "C", "O", "C", "C", "C", "N", "H", "H", "O", "H", "C", "H", "H", "H", "H", "C", "C", "C", "H", "H", "C", "H", "H", "C", "H", "C", "H", "C", "Sb", "C", "C", "H", "H", "O", "H", "H", "S", "H", "P", "H", "C", "O", "C", "H", "C", "H", "C", "H", "C", "H", "Mo", "C", "O", "C", "C", "H", "H", "H", "C", "C", "H", "C", "C", "H", "H", "H", "C", "C", "H", "H", "C", "H", "H", "C", "C", "C", "C", "C", "C", "H", "C", "H", "H", "C", "C", "P", "H"],
  "xyz": [[-2.054, 2.191, 6.455], [0.417, 0.969, -1.577], [1.791, -3.796, -2.842], [0.567, 0.537, -2.485], [1.320, 3.557, 5.146], [2.016, -2.410, 4.559], [3.229, 3.905, -1.103], [-1.375, 3.186, 7.150], [1.060, -1.766, -1.204], [-0.986, -3.676, -3.351], [-0.317, 2.171, 4.819], [3.292, 1.240, -6.297], [-4.298, -3.152, -3.012], [-1.299, -4.285, 3.458], [-4.116, -3.629, -0.251], [-6.326, 0.012, -2.085], [2.468, -5.620, -4.250], [-3.740, -4.047, -3.265], [-2.424, -2.955, 3.078], [-1.615, -1.746, 2.681], [-1.576, -0.926, -1.094], [-0.912, -5.742, 0.168], [-5.754, -0.869, -2.341], [2.651, -4.233, -1.835], [1.385, 1.959, -1.407], [5.545, 3.098, 2.856], [-4.204, -5.759, 0.970], [-1.413, -0.837, 3.435], [-6.080, -3.819, -3.989], [3.414, -5.373, -2.041], [-2.162, -7.122, 1.236], [-2.984, -2.721, 3.974], [1.057, -4.129, -4.854], [4.110, 4.460, -0.806], [2.183, 2.857, 2.790], [-5.615, -3.028, -3.415], [3.417, 0.235, -4.404], [0.094, -4.259, -0.957], [3.762, 1.404, 3.044], [3.319, -6.064, -3.242], [-3.963, -0.181, -1.371], [-0.516, 1.372, -1.558], [-0.856, -4.547, -0.528], [-2.997, 1.816, 6.831], [2.346, 1.758, -0.466], [1.048, 0.364, -6.830], [4.182, 4.729, 2.550], [0.680, 1.469, 3.127], [0.376, 3.173, 5.503], [1.603, -1.225, 2.101], [2.171, -2.879, 5.523], [-2.064, 0.898, 4.749], [3.245, 2.706, -0.301], [4.089, -5.719, -1.269], [2.337, 4.493, -0.889], [-0.716, 1.236, 1.160], [-3.077, -3.287, 2.277], [-2.048, -2.291, -1.697], [-7.372, -1.800, -3.390], [4.509, 3.397, 2.772], [2.371, 0.752, 0.226], [-2.116, -6.179, 0.706], [2.607, 6.167, 2.269], [-2.005, -3.768, -0.688], [2.140, -3.122, 1.246], [1.982, -2.558, 2.158], [-0.019, -6.345, 0.273], [1.504, -1.109, -3.812], [0.802, 4.503, 2.495], [-0.020, -0.753, 0.253], [-1.532, 1.668, 5.282], [-1.132, -1.821, 1.427], [0.882, -0.755, -5.010], [2.853, 5.126, 2.436], [-0.096, -1.133, -5.277], [0.361, 4.449, 7.221], [-1.793, 3.583, 8.066], [1.527, 0.097, -5.898], [-0.165, 3.675, 6.678], [2.475, -4.191, 3.455], [-3.264, -5.413, 0.559], [2.785, -0.616, -3.515], [4.970, 5.468, 2.477], [3.283, -0.907, -2.596], [1.501, -0.507, 5.418], [1.705, -4.482, -4.057], [-4.429, -0.975, -1.938], [4.409, 0.607, -4.181], [2.731, -3.679, -0.909], [1.643, -1.069, 4.501], [1.695, -0.701, 1.142], [3.916, -6.953, -3.398], [1.838, 4.189, 2.562], [2.180, -3.151, 3.396], [3.506, 2.445, 2.887], [1.447, -0.474, 3.264], [-6.340, -1.890, -3.075], [-3.212, -4.212, -0.131], [1.346, 2.782, -1.981], [-0.888, -2.631, -3.056], [3.305, 3.665, -2.165], [-1.180, -2.005, -3.898], [-3.706, -2.121, -2.273], [2.789, 0.588, -5.595], [0.864, -2.301, -2.650], [2.409, -6.158, -5.187]],
  "mulliken_spin": [0.0003, -0.0011, 0.0010, 0.0028, -0.0003, 0.0092, 0.0016, 0.0011, 0.0325, -0.0021, 0.0129, 0.0000, 0.0004, 0.0001, -0.0011, 0.0000, -0.0001, -0.0001, -0.0024, 0.0205, 0.0273, -0.0005, 0.0000, -0.0013, 0.0052, 0.0002, 0.0000, 0.0122, 0.0000, -0.0003, 0.0000, -0.0002, 0.0000, -0.0001, 0.0081, 0.0000, -0.0004, 0.0021, 0.0000, 0.0001, -0.0031, -0.0018, -0.0119, 0.0000, -0.0147, 0.0000, 0.0018, 0.0569, -0.0040, 0.0119, 0.0000, 0.0006, -0.0006, 0.0000, 0.0001, -0.1251, 0.0003, 0.0027, 0.0000, -0.0002, 0.0181, 0.0002, 0.0001, 0.0064, -0.0048, 0.0059, -0.0001, -0.0019, -0.0010, 1.8853, 0.0011, 0.0356, 0.0000, -0.0010, -0.0001, 0.0001, 0.0001, 0.0000, -0.0003, 0.0001, 0.0007, 0.0010, 0.0001, 0.0007, 0.0009, 0.0004, 0.0006, 0.0000, -0.0064, -0.0136, -0.0451, 0.0000, -0.0019, -0.0047, 0.0008, 0.0729, 0.0002, 0.0001, -0.0007, 0.0048, 0.0000, 0.0002, 0.0024, 0.0003, 0.0022, 0.0000],
  "total_charge": 3,
  "homo_energy_ev": [-15.84, -15.84],
  "multiplicity": 3,
  "s_squared": 2.022,
  "e_lumo_ev": [-9.14, -8.74]
}

# 3
{
  "formula": "C4H24O8",
  "method": "ωB97M-V/def2-TZVPD",
  "elements": ["H", "H", "O", "H", "H", "H", "H", "O", "C", "O", "H", "H", "O", "H", "H", "O", "O", "H", "H", "H", "H", "H", "C", "H", "O", "H", "H", "H", "C", "H", "H", "H", "C", "O", "H", "H"],
  "xyz": [[-1.754, 3.044, -1.245], [-0.982, 0.168, -3.699], [2.774, 1.328, 2.344], [1.576, -2.376, 1.088], [-0.993, 1.229, 1.283], [-3.077, -0.631, 1.721], [-1.366, -1.628, -1.298], [2.824, 0.075, -1.037], [-1.664, -0.755, -1.750], [3.010, -1.180, 1.354], [-4.090, -0.935, 0.532], [3.290, -0.454, -1.736], [-1.158, -0.989, 2.446], [-0.928, -1.086, 3.351], [-2.301, -0.052, -1.067], [-3.863, -0.450, 1.237], [0.664, -0.404, -2.658], [-0.075, 2.249, -2.849], [2.856, -0.360, 1.807], [-0.804, 1.331, 2.801], [0.729, -1.070, -3.391], [-2.333, 1.415, -0.864], [-0.504, 1.546, -2.014], [3.243, 1.639, 1.512], [0.769, -2.592, 0.853], [1.867, 0.022, -1.340], [3.112, -0.979, 0.422], [-0.743, -1.700, 1.804], [-1.884, 2.062, -1.574], [0.166, 1.514, -1.237], [1.850, 1.449, 2.145], [-2.414, -1.022, -2.444], [-0.682, 0.104, -2.561], [-0.823, 1.804, 2.030], [-2.678, 2.110, -2.383], [0.677, -2.366, -0.068]],
  "mulliken_spin": [0.0162, -0.1961, 0.0334, 0.0064, 0.0095, 0.0062, -0.0669, 0.3090, 0.4145, 0.0937, -0.0033, -0.1061, -0.0528, 0.0133, 0.0669, 0.0231, -2.1335, -0.0236, -0.0228, -0.0223, 1.0380, 0.0107, 0.5712, -0.0219, 0.1368, 0.5031, 0.0296, 0.0026, -0.1085, -0.0127, 0.0019, -0.1354, 0.5763, 0.0333, -0.0317, 0.0419],
  "total_charge": -1,
  "homo_energy_ev": [0.31, -7.17],
  "multiplicity": 2,
  "s_squared": 0.751,
  "e_lumo_ev": [2.76, 2.66]
}

# 4
{
  "formula": "C4H9N4",
  "method": "ωB97M-V/def2-TZVPD",
  "elements": ["C", "H", "C", "H", "H", "N", "H", "H", "C", "N", "C", "H", "N", "H", "H", "H", "N"],
  "xyz": [[-1.617, 1.125, 0.011], [0.374, -2.038, 0.168], [0.598, 0.118, -0.033], [0.081, 2.225, 0.098], [2.483, -0.393, 0.586], [1.825, 0.424, 0.682], [-1.990, -2.112, -0.240], [0.060, -1.167, 1.677], [-0.166, -1.190, 0.542], [-0.349, 1.270, -0.024], [-1.541, -1.178, 0.116], [0.219, 0.389, -2.013], [0.934, -0.157, -1.377], [1.867, 0.061, -1.716], [-2.157, 1.986, -0.097], [1.556, 0.670, 1.644], [-2.177, -0.035, -0.024]],
  "lowdin_charge": [-0.1255, 0.1207, -0.5923, 0.2096, 0.1327, 0.0953, 0.1502, 0.1730, -0.0593, 0.1692, -0.0024, 0.1584, 0.0926, 0.1023, 0.1349, 0.1013, 0.1393],
  "total_charge": 1,
  "homo_energy_ev": -14.32,
  "smiles": "NC1(N)CC=NC=[NH+]1",
  "e_lumo_ev": -5.77
}

# 5
{
  "formula": "C6H12",
  "method": "ωB97M-V/def2-TZVPD",
  "elements": ["H", "C", "C", "C", "H", "C", "H", "H", "H", "H", "C", "C", "H", "H", "H", "H", "H", "H"],
  "xyz": [[0.576, -1.187, -1.321], [0.832, -2.118, -0.807], [-1.710, -0.099, 0.602], [1.253, 1.154, 0.823], [2.268, 1.265, 0.425], [-1.152, 0.976, -0.319], [-0.933, -0.748, 1.019], [-2.421, -0.740, 0.069], [1.144, 0.118, 1.160], [1.397, -2.752, -1.494], [-0.139, 0.685, -1.390], [0.218, 1.550, -0.218], [1.151, 1.799, 1.704], [-0.091, -2.620, -0.508], [1.440, -1.890, 0.072], [0.320, 2.586, -0.552], [-2.232, 0.373, 1.442], [-1.920, 1.649, -0.707]],
  "lowdin_charge": [-0.0403, -0.0414, -0.0678, -0.0652, 0.0803, -0.3616, 0.0588, 0.0797, 0.0530, 0.0267, 0.1723, -0.3639, 0.0785, 0.0266, 0.0187, 0.1345, 0.0776, 0.1334],
  "total_charge": 0,
  "homo_energy_ev": -8.63,
  "e_lumo_ev": -0.24
}